144
Properties=species:S:1:pos:R:3:forces:R:3 method="wB97M-V/def2-TZVPD" homo_lumo_gap_ev=8.46 smiles="CCCO[C@]1(C)[C@](CCCN)(C[SH](=O)=O)[C@H]([Si](C)(C)C)S(=O)(=O)O[C@@]1(CC(C)C)P(CC)CC.CCOC(=O)OC.CCOC(=O)OC.CCOC(=O)OC.CCOC(=O)OC" max_force_ev_per_a=2.838
C -2.197 0.805 8.105 0.0 -0.1 -0.1
C -3.691 0.741 7.833 0.4 -0.2 0.2
C -4.208 1.708 6.777 -0.1 0.2 1.0
O -3.573 1.723 5.515 -0.1 0.2 -0.3
C -4.153 1.064 4.391 0.6 -1.1 0.3
C -4.749 -0.255 4.891 0.0 -0.3 0.1
C -2.884 0.790 3.453 -1.3 0.3 0.2
C -2.078 -0.374 4.065 0.1 0.0 0.2
C -0.574 -0.656 3.856 0.1 -0.2 -0.2
C 0.309 -0.018 2.779 1.1 -0.4 0.1
N 1.659 0.232 3.345 -0.6 0.3 0.0
C -2.174 2.158 3.287 0.5 -0.4 -0.4
S -0.871 2.708 4.387 0.7 0.0 1.0
O 0.305 2.992 3.629 0.2 0.4 -1.0
O -0.676 1.900 5.549 -0.6 -0.4 0.3
C -3.526 0.338 2.087 0.5 1.0 0.1
Si -2.509 -0.603 0.762 0.2 -0.7 -1.7
C -3.687 -1.058 -0.662 0.3 0.3 1.0
C -1.147 0.389 -0.094 0.2 -0.1 0.5
C -1.902 -2.307 1.327 -0.1 0.4 0.2
S -4.249 1.749 1.266 -0.2 -0.6 -1.5
O -3.251 2.559 0.655 0.9 0.9 0.7
O -5.225 1.349 0.312 -1.2 -0.8 0.2
O -4.970 2.558 2.425 1.3 -0.2 0.0
C -5.274 1.915 3.690 -2.4 1.2 0.9
C -5.669 3.137 4.566 1.3 0.0 -1.0
C -6.445 4.244 3.840 -0.2 1.0 1.1
C -7.433 4.868 4.847 0.5 0.1 -0.7
C -5.504 5.386 3.412 -0.2 -0.7 -0.9
P -6.902 0.936 3.343 0.5 -1.8 -0.6
C -8.025 1.061 4.802 -0.3 0.1 0.1
C -9.043 -0.103 4.766 0.3 0.2 0.4
C -7.815 1.679 1.913 -0.9 0.7 0.3
C -9.190 2.282 2.233 0.7 0.5 0.8
H -1.864 1.836 8.134 0.2 0.2 0.0
H -1.957 0.338 9.054 0.0 0.0 0.2
H -1.603 0.298 7.355 0.1 0.0 -0.3
H -3.987 -0.295 7.676 -0.1 -0.1 -0.2
H -4.187 1.044 8.754 -0.3 0.1 0.1
H -4.063 2.700 7.206 0.2 0.3 -0.2
H -5.290 1.605 6.760 -0.2 -0.2 -0.5
H -4.060 -0.766 5.544 0.3 0.0 0.1
H -5.634 -0.107 5.498 -0.3 0.2 -0.1
H -5.012 -0.952 4.106 -0.1 0.0 -0.2
H -2.636 -1.273 3.826 -0.1 -0.2 -0.2
H -2.202 -0.285 5.134 0.1 0.2 0.3
H -0.048 -0.483 4.785 0.0 0.5 0.3
H -0.476 -1.731 3.726 -0.1 -0.2 -0.1
H -0.023 0.913 2.339 -0.3 0.1 0.2
H 0.460 -0.709 1.951 -0.5 -0.1 -0.2
H 2.226 -0.602 3.280 0.1 0.1 -0.1
H 2.072 0.986 2.812 0.3 -0.1 0.1
H -1.717 2.177 2.305 0.4 0.1 0.0
H -2.870 2.987 3.257 -0.2 0.1 0.2
H -1.314 3.920 4.820 -0.4 -0.2 -0.2
H -4.384 -0.304 2.280 -0.1 -0.2 0.1
H -3.808 -0.206 -1.316 -0.3 0.1 -0.2
H -3.212 -1.874 -1.194 0.0 -0.2 -0.2
H -4.644 -1.378 -0.260 -0.2 -0.1 -0.2
H -0.181 -0.101 -0.007 0.1 -0.1 0.0
H -1.344 0.477 -1.157 -0.3 0.0 -0.2
H -1.019 1.391 0.303 0.0 0.1 0.0
H -1.994 -3.000 0.497 0.0 0.0 -0.3
H -2.528 -2.721 2.112 0.0 -0.1 0.3
H -0.860 -2.316 1.630 0.0 0.0 0.2
H -4.714 3.586 4.841 0.1 0.1 0.3
H -6.120 2.835 5.500 -0.4 -0.2 -0.1
H -6.979 3.948 2.945 -0.1 -0.5 0.1
H -8.095 4.138 5.298 -0.2 0.0 0.1
H -6.839 5.379 5.601 -0.1 -0.1 0.4
H -7.979 5.651 4.330 -0.4 0.0 0.1
H -5.109 5.136 2.431 0.4 0.1 -0.1
H -4.677 5.518 4.101 0.0 0.2 0.2
H -6.053 6.313 3.280 0.0 0.2 0.2
H -8.548 2.008 4.882 -0.1 0.2 -0.1
H -7.494 0.964 5.742 0.6 0.1 0.0
H -9.137 -0.515 5.767 -0.1 -0.1 0.2
H -8.680 -0.905 4.132 -0.2 -0.1 -0.3
H -10.033 0.232 4.487 -0.1 -0.1 -0.4
H -7.246 2.461 1.432 0.4 0.0 -0.2
H -7.966 0.892 1.188 0.3 -0.3 -0.2
H -9.627 2.760 1.366 -0.2 -0.2 -0.3
H -9.871 1.583 2.702 -0.2 -0.2 -0.2
H -9.045 3.085 2.956 -0.1 0.1 0.1
C 2.311 -1.782 -5.655 -0.3 0.1 -0.1
C 2.784 -0.650 -4.768 0.3 -0.5 0.1
O 2.209 0.605 -5.166 -0.1 0.1 0.1
C 0.973 0.826 -4.714 0.0 0.0 0.0
O 0.330 0.088 -4.011 0.0 0.1 0.0
O 0.569 2.011 -5.175 0.0 0.0 0.0
C -0.764 2.365 -4.795 -0.2 0.1 0.0
H 2.502 -1.552 -6.703 0.2 0.0 0.0
H 2.827 -2.707 -5.398 0.0 0.0 0.0
H 1.238 -1.942 -5.545 0.0 0.0 0.1
H 3.862 -0.530 -4.862 0.0 0.2 -0.1
H 2.569 -0.846 -3.718 -0.1 0.1 0.0
H -0.895 2.301 -3.717 0.0 -0.1 0.0
H -1.484 1.723 -5.301 0.0 -0.1 0.1
H -0.918 3.393 -5.112 0.1 0.0 -0.1
C 7.364 -3.543 -9.647 -0.2 0.1 -0.1
C 7.818 -2.403 -8.760 0.2 -0.5 0.0
O 7.222 -1.160 -9.160 0.0 0.1 0.1
C 5.980 -0.953 -8.722 0.0 0.0 -0.1
O 5.336 -1.697 -8.028 0.0 0.0 0.0
O 5.567 0.225 -9.192 0.0 0.0 0.1
C 4.224 0.566 -8.832 -0.2 0.1 0.0
H 7.550 -3.305 -10.695 0.1 0.0 0.0
H 7.897 -4.459 -9.393 0.0 0.0 0.0
H 6.295 -3.721 -9.536 0.0 0.0 0.1
H 8.893 -2.265 -8.854 0.0 0.2 -0.1
H 7.606 -2.607 -7.710 -0.2 0.1 0.0
H 4.078 0.506 -7.756 0.0 -0.1 0.0
H 3.519 -0.087 -9.345 0.0 -0.1 0.1
H 4.063 1.590 -9.156 0.1 0.0 -0.1
C 5.406 -4.802 0.705 -0.2 0.0 0.1
C 5.309 -4.789 -0.805 0.4 0.0 0.2
O 3.967 -5.044 -1.245 0.0 0.0 -0.1
C 3.148 -3.991 -1.223 0.0 0.0 0.0
O 3.439 -2.872 -0.884 0.0 -0.1 0.0
O 1.946 -4.392 -1.640 0.0 0.0 0.0
C 0.952 -3.365 -1.626 -0.3 0.2 -0.1
H 5.002 -5.734 1.105 0.1 -0.1 0.0
H 6.444 -4.703 1.021 0.0 0.0 0.0
H 4.833 -3.983 1.140 0.1 0.1 0.0
H 5.915 -5.589 -1.227 -0.2 -0.1 -0.1
H 5.671 -3.849 -1.220 -0.2 0.1 0.0
H 1.283 -2.488 -2.178 0.1 0.0 0.1
H 0.703 -3.095 -0.601 0.1 0.1 0.0
H 0.065 -3.763 -2.111 0.1 -0.2 0.0
C 13.884 -1.865 -4.257 0.0 0.2 -0.1
C 12.607 -2.662 -4.418 0.4 -0.2 0.1
O 11.464 -1.802 -4.530 -0.1 0.0 -0.1
C 11.250 -1.289 -5.742 0.0 0.0 0.0
O 11.911 -1.494 -6.729 -0.1 0.0 0.1
O 10.172 -0.506 -5.675 0.0 0.0 0.0
C 9.846 0.151 -6.902 -0.1 0.2 -0.2
H 13.796 -1.171 -3.419 0.0 -0.1 0.1
H 14.728 -2.530 -4.077 0.0 0.0 0.0
H 14.091 -1.276 -5.150 0.0 -0.1 0.0
H 12.432 -3.273 -3.534 -0.2 0.1 0.0
H 12.661 -3.333 -5.275 -0.1 0.1 -0.1
H 9.762 -0.562 -7.717 0.1 0.0 0.0
H 10.594 0.906 -7.138 0.1 -0.1 -0.1
H 8.886 0.640 -6.763 0.0 -0.1 0.2


13
Properties=species:S:1:pos:R:3:forces:R:3 method="wB97M-V/def2-TZVPD" total_charge=+1 homo_lumo_gap_ev=10.26 e_above_lowest_ev=5.349 max_force_ev_per_a=4.172
C 0.152 -0.126 0.991 -3.1 2.6 0.9
C 1.337 -0.867 1.226 2.3 -1.0 -0.1
C -0.561 0.437 -2.174 -0.1 2.0 -1.2
N -0.711 0.599 1.345 2.0 -1.8 -0.4
N -0.144 -0.422 -1.341 -1.4 2.2 0.7
O -1.689 1.448 1.157 1.1 0.3 -1.5
H 2.173 -0.463 0.538 -1.3 -0.7 1.1
H 1.158 -1.956 1.028 0.2 1.0 0.0
H 1.643 -0.745 2.308 -0.3 0.0 -1.2
H -0.298 0.601 -3.289 -0.1 -1.1 1.7
H -2.378 1.216 1.759 -1.1 -0.3 1.2
H -1.198 1.316 -1.862 0.4 -1.3 0.2
H 0.516 -1.038 -1.686 1.5 -1.8 -1.3